(1)
The following is a DFT calculation (ωB97M-V/def2-TZVPD) of C61H85BrN13O3SSbSi3Y as an isolated structure at a distorted geometry.

```
! RIJCOSX wB97M-V def2-TZVPD def2/J DEFGRID3
* xyz 1 1
Y 0.2640 0.4134 -0.1568
C -3.5268 2.9261 1.4564
C -2.6360 1.9653 0.7267
N -1.3777 1.8321 0.9901
N -0.8534 2.6180 1.9927
C 0.4557 2.5258 2.0721
O 1.1913 1.8380 1.2775
C 1.1196 3.3055 3.1453
C 2.4731 3.0871 3.3952
C 3.1160 3.7659 4.4184
C 2.4142 4.6777 5.1968
C 1.0701 4.9100 4.9401
C 0.4256 4.2311 3.9195
C -3.1720 1.1483 -0.3645
C -4.4987 1.0169 -0.5744
C -5.2315 0.4053 -1.6667
C -4.7809 -0.1843 -2.7856
C -3.3686 -0.4788 -3.1320
N -2.1606 0.5243 -1.1594
H -2.9222 3.5248 2.1299
H -4.0406 3.5736 0.7464
H -4.2830 2.3862 2.0305
H 3.0102 2.3726 2.7843
H 4.1658 3.5816 4.6091
H 2.9156 5.2081 5.9961
H 0.5222 5.6267 5.5384
H -0.6185 4.4168 3.7077
H -5.1425 1.4648 0.1722
H -6.3079 0.4847 -1.5662
H -5.5222 -0.5389 -3.4947
H -3.3587 -1.4305 -3.6748
C -2.3069 -1.2695 2.0604
O -1.4911 -1.6365 0.9467
C -1.5450 -2.9446 0.5863
C -2.2733 -3.8924 1.2880
C -2.3527 -5.1923 0.8057
Br -3.2983 -6.4787 1.8302
C -1.7515 -5.5537 -0.3737
C -0.9691 -4.6200 -1.0602
C -0.8385 -3.3211 -0.5685
O -0.0824 -2.3492 -1.1717
C -0.3685 -5.0624 -2.3244
N -1.0072 -5.7610 -3.2168
C -0.1120 -5.9530 -4.2514
C -0.2616 -6.6293 -5.4611
C 0.8114 -6.6338 -6.3286
C 2.0166 -5.9890 -6.0168
C 2.1938 -5.3355 -4.8132
C 1.1142 -5.3379 -3.9390
N 0.9217 -4.7676 -2.6974
H -3.3605 -1.4778 1.8499
H -2.1608 -0.2057 2.1964
H -1.9921 -1.7856 2.9677
H -2.8060 -3.6325 2.1900
H -1.8505 -6.5470 -0.7859
H 0.2405 -2.6652 -2.0296
H -1.1840 -7.1404 -5.6999
H 0.7289 -7.1561 -7.2725
H 2.8260 -6.0118 -6.7341
H 3.1310 -4.8530 -4.5652
H 1.6505 -4.4030 -2.1029
C 0.1445 -1.7564 -4.2088
Sb 1.1463 0.2001 -3.8806
C 1.8934 0.2531 -1.7505
C 2.5057 1.6159 -1.7457
C 3.1779 2.1613 -0.6348
C 3.6918 3.4385 -0.6934
C 3.5833 4.1683 -1.8739
C 2.9459 3.5651 -2.9369
N 2.4201 2.3432 -2.8757
Si 3.4005 -0.8973 -1.5281
C 4.4581 -0.8210 -3.1016
C 4.5633 -0.5244 -0.0713
C 3.0777 -2.7662 -1.2678
C -0.7926 1.4458 -4.3265
C -0.6977 2.6411 -3.4255
C -1.0034 3.9349 -3.8701
C -0.7904 5.0297 -3.0590
C -0.2693 4.8314 -1.7880
C -0.0519 3.5313 -1.3888
N -0.2840 2.4587 -2.1591
Si -2.6040 0.7981 -4.4096
C -2.9603 -0.1874 -5.9863
C -3.7456 2.3075 -4.3400
C -2.5333 -0.6880 -1.8803
Si -0.2538 1.9194 -6.1380
C 0.2121 0.4024 -7.1733
C 1.2603 3.0513 -6.1063
C -1.5480 2.8386 -7.1914
H 0.8430 -2.5580 -3.9692
H 0.0011 -1.7852 -5.2896
H -0.8253 -1.9449 -3.7489
H 3.2576 1.5941 0.2756
H 4.1707 3.8740 0.1750
H 3.9850 5.1677 -1.9612
H 2.8355 4.0732 -3.8890
H 4.7253 0.2124 -3.3348
H 3.9170 -1.2181 -3.9643
H 5.3825 -1.3917 -2.9927
H 5.0799 0.4290 -0.1739
H 5.3266 -1.3033 -0.0194
H 4.0270 -0.5252 0.8809
H 3.1936 -3.3014 -2.2139
H 2.1103 -2.9710 -0.8109
H 3.8340 -3.1575 -0.5856
H -1.4065 4.0673 -4.8623
H -1.0100 6.0281 -3.4150
H -0.0377 5.6560 -1.1297
H 0.3570 3.3402 -0.4025
H -2.7139 0.3424 -6.9049
H -4.0267 -0.4232 -6.0157
H -2.4193 -1.1359 -5.9974
H -3.5829 2.9587 -5.2011
H -3.5913 2.9105 -3.4422
H -4.7927 2.0048 -4.3520
H -1.6071 -1.1620 -2.1855
H -3.0561 -1.3537 -1.1898
H -1.8180 1.2104 -1.8270
H 1.1676 -0.0188 -6.8607
H 0.3107 0.7117 -8.2154
H -0.5350 -0.3908 -7.1395
H 2.1425 2.5180 -5.7497
H 1.1048 3.9221 -5.4696
H 1.4601 3.4121 -7.1170
H -2.5237 2.3553 -7.2218
H -1.1686 2.8650 -8.2152
H -1.6982 3.8761 -6.8888
N 0.7137 -4.5295 2.6899
C 1.9029 -3.9998 3.0266
N 2.7047 -4.6995 3.8396
N 2.3468 -2.8522 2.5818
C 1.7525 -2.0140 1.8178
N 1.3206 -1.2037 1.1055
H 0.3824 -5.3820 3.1052
H 0.0735 -4.0030 2.1152
H 2.4369 -5.5909 4.2131
H 3.5940 -4.3005 4.0824
C -2.8283 -0.8639 6.9463
C -3.0430 0.4166 7.7580
C -3.2045 1.6984 6.9290
C -1.9192 2.2485 6.3075
N -1.3839 1.3468 5.3022
C -0.1179 0.9791 5.1213
S 0.2912 -0.0490 3.8664
N 0.8113 1.4881 6.0189
C 0.9732 0.8166 7.3179
C 1.7137 -0.5249 7.2324
C 3.0571 -0.4580 6.5009
C 4.0434 0.5342 7.1149
H -2.8670 -1.7336 7.6033
H -1.8658 -0.8754 6.4381
H -3.6150 -0.9761 6.1960
H -2.2162 0.5460 8.4623
H -3.9515 0.2885 8.3499
H -3.6134 2.4798 7.5723
H -3.9343 1.5194 6.1313
H -1.1579 2.4147 7.0657
H -2.1356 3.2122 5.8340
H -2.0278 1.0377 4.5915
H 1.7093 1.5528 5.5564
H -0.0141 0.6438 7.7499
H 1.5090 1.5081 7.9695
H 1.0747 -1.2433 6.7119
H 1.8694 -0.8892 8.2521
H 2.8877 -0.2159 5.4485
H 3.5003 -1.4570 6.5232
H 3.6508 1.5529 7.1018
H 4.9807 0.5333 6.5580
H 4.2666 0.2676 8.1495
*
```

Values from the calculation:
Electronic energy, hartree: -7432.32794
Largest force on an atom, hartree/bohr: 0.0309

(2)
The following is a DFT calculation (ωB97M-V/def2-TZVPD) of a 13-piece molecular cluster, C62H113Cl2N20O2 overall at a distorted geometry.

```
! RIJCOSX wB97M-V def2-TZVPD def2/J DEFGRID3
* xyz 7 1
C 30.3340 -5.7275 33.1902
C 30.5407 -4.3394 32.5908
N 31.0805 -4.3685 31.2664
C 30.4777 -4.7581 30.0563
C 31.3490 -4.7267 29.0711
N 32.5624 -4.1113 29.5754
C 32.3722 -3.9797 30.9777
C 33.7772 -3.7927 28.8507
H 31.3014 -6.2292 33.2136
H 29.6283 -6.3079 32.5958
H 29.9983 -5.6743 34.2259
H 31.1942 -3.7012 33.1856
H 29.5870 -3.8426 32.4128
H 29.4127 -4.9328 30.0971
H 31.3655 -4.9772 28.0207
H 33.0945 -3.6691 31.7181
H 34.4873 -3.3252 29.5329
H 33.5618 -3.0439 28.0885
H 34.2072 -4.7444 28.5384
C 17.1914 -7.4879 31.2451
C 18.5081 -8.0693 30.7059
N 19.1258 -9.0514 31.6387
C 18.5260 -10.2284 32.0857
C 19.4642 -10.7742 33.0276
N 20.6055 -10.0359 32.9992
C 20.3767 -8.9715 32.1600
C 21.8952 -10.3992 33.6938
H 16.4168 -8.2414 31.1026
H 16.9462 -6.6355 30.6116
H 17.2804 -7.3062 32.3162
H 19.1912 -7.2220 30.6469
H 18.3892 -8.4897 29.7073
H 17.4975 -10.4860 31.8803
H 19.2713 -11.6411 33.6421
H 21.1538 -8.2842 31.8599
H 22.2793 -9.5873 34.3114
H 22.6234 -10.6135 32.9116
H 21.8405 -11.2581 34.3628
C 9.7440 -3.8689 11.5288
C 10.2815 -3.2285 12.7732
N 11.6961 -2.9770 12.7752
C 12.6846 -3.8254 12.3461
C 13.8206 -3.5719 13.0651
N 13.5577 -2.5628 13.9775
C 12.2172 -2.1240 13.7801
C 14.4433 -1.8443 14.8563
H 9.6544 -3.2024 10.6709
H 8.7049 -4.1955 11.4877
H 10.3012 -4.6322 10.9857
H 10.0433 -3.9363 13.5672
H 9.7766 -2.3337 13.1373
H 12.6043 -4.6043 11.6023
H 14.7920 -4.0408 13.0115
H 11.6392 -1.4479 14.3926
H 14.8220 -0.9257 14.4081
H 15.3006 -2.4885 15.0514
H 13.9482 -1.8401 15.8274
C 30.3982 -4.8903 11.8396
C 29.4458 -6.0908 11.6734
N 28.0743 -5.6680 11.9184
C 27.4618 -5.4850 13.1211
C 26.0944 -5.1696 12.8724
N 25.8959 -5.3010 11.5100
C 27.0993 -5.6167 10.9937
C 24.6643 -5.0599 10.6994
H 30.4518 -4.5627 12.8778
H 30.0632 -4.0403 11.2451
H 31.3750 -5.2394 11.5049
H 29.4411 -6.9887 12.2913
H 29.6037 -6.3898 10.6372
H 28.0757 -5.4565 14.0092
H 25.2580 -4.8671 13.4851
H 27.3145 -5.7748 9.9473
H 24.7874 -5.4995 9.7096
H 24.4805 -3.9856 10.6866
H 23.7363 -5.5099 11.0522
C 21.8047 -10.2024 22.6236
C 21.3796 -9.2221 23.6831
N 21.8973 -7.8459 23.4308
C 23.1348 -7.3589 23.7518
C 23.3845 -6.3636 22.9119
N 22.2571 -6.0891 22.1599
C 21.3159 -7.0366 22.4611
C 22.0764 -5.1716 21.0809
H 21.6553 -10.1441 21.5455
H 21.3452 -11.1655 22.8461
H 22.8867 -10.3003 22.7107
H 21.6511 -9.6212 24.6604
H 20.3146 -8.9908 23.7039
H 23.5792 -7.9043 24.5712
H 24.2561 -5.7390 22.7829
H 20.4198 -7.2193 21.8866
H 22.9843 -5.1012 20.4818
H 21.7343 -4.2088 21.4604
H 21.3688 -5.5184 20.3277
C 8.0207 -12.6583 21.1012
C 8.5023 -11.4682 21.7953
N 9.6148 -10.9416 21.0772
C 9.6333 -9.9300 20.1686
C 10.9860 -9.8978 19.6739
N 11.7412 -10.8559 20.3078
C 10.8819 -11.4713 21.1650
C 13.1314 -11.2494 20.0265
H 8.7852 -13.4340 21.1441
H 7.8189 -12.4914 20.0431
H 7.1241 -12.8748 21.6820
H 8.8702 -11.6573 22.8038
H 7.7240 -10.7058 21.8268
H 8.7580 -9.4431 19.7646
H 11.5799 -9.3597 18.9499
H 11.0934 -12.2954 21.8304
H 13.7999 -10.4138 20.2339
H 13.4645 -11.3413 18.9928
H 13.4009 -12.1615 20.5591
C 31.1283 -13.1916 21.0335
C 30.9262 -13.0838 19.4691
N 29.4109 -13.0092 19.1667
C 28.5644 -11.9565 19.1962
C 27.2422 -12.5133 18.8105
N 27.4245 -13.9255 18.5792
C 28.7342 -14.1695 18.7298
C 26.3176 -14.7853 18.0594
H 32.1512 -13.4728 21.2841
H 30.4543 -13.8541 21.5765
H 31.0930 -12.2520 21.5849
H 31.2135 -14.0138 18.9786
H 31.3440 -12.2209 18.9506
H 28.9650 -11.0298 19.5799
H 26.3154 -11.9637 18.7370
H 29.1964 -15.1012 18.4390
H 25.5004 -14.8370 18.7788
H 26.4868 -15.8479 17.8856
H 25.9050 -14.4391 17.1118
C 19.9895 -17.4724 28.2347
C 21.2921 -18.2476 28.4653
N 21.0973 -19.7300 28.2469
C 20.3470 -20.3291 27.2528
C 20.2707 -21.7294 27.5262
N 21.0172 -21.9993 28.6173
C 21.5783 -20.7828 29.0199
C 21.1179 -23.2359 29.3742
H 19.2718 -17.8734 28.9504
H 19.5708 -17.4436 27.2288
H 20.2366 -16.4776 28.6056
H 21.6548 -18.0965 29.4820
H 21.9624 -17.8402 27.7085
H 19.9578 -19.7375 26.4374
H 19.8627 -22.5755 26.9933
H 22.3025 -20.6718 29.8134
H 21.3069 -22.9341 30.4044
H 22.0506 -23.7274 29.0975
H 20.1959 -23.7981 29.2263
C 17.0305 7.0828 22.2975
C 18.4395 6.7622 22.7964
N 18.4664 5.5233 23.5892
C 18.6532 4.2651 23.0371
C 18.7781 3.3292 24.0747
N 18.6376 3.9872 25.2694
C 18.4152 5.2797 24.9696
C 18.8809 3.4570 26.5534
H 16.2314 6.7267 22.9476
H 16.8266 6.6555 21.3158
H 16.9688 8.1566 22.1208
H 18.9069 7.5827 23.3409
H 19.2113 6.6352 22.0372
H 18.6915 4.1200 21.9676
H 18.8122 2.2550 24.1809
H 18.4887 5.9841 25.7850
H 18.9825 4.2689 27.2735
H 19.7207 2.7682 26.6453
H 17.9904 2.8938 26.8324
C 30.4706 2.2928 14.7760
C 29.1667 2.2561 15.6907
N 29.2622 2.8249 17.0352
C 29.9590 3.9873 17.3803
C 29.7656 4.1205 18.7929
N 28.9522 3.1080 19.2372
C 28.7333 2.2811 18.1589
C 28.5334 2.6691 20.6095
H 31.2875 1.9074 15.3862
H 30.6327 3.3280 14.4755
H 30.2770 1.7278 13.8642
H 28.8262 1.2299 15.8288
H 28.3663 2.7435 15.1340
H 30.5944 4.4463 16.6373
H 30.1543 4.9218 19.4038
H 28.0463 1.4687 17.9736
H 27.4561 2.6019 20.7608
H 28.8756 3.4128 21.3291
H 29.0149 1.7150 20.8241
C 29.4494 -12.2001 28.4563
C 27.9579 -12.0713 28.2790
O 27.4882 -12.8952 27.4534
O 27.2064 -11.3317 29.0158
H 29.6495 -12.1706 29.5273
H 29.8529 -11.2580 28.0853
H 29.9465 -13.0692 28.0255
Cl 29.9805 -3.4183 20.4679
Cl 20.0114 -8.1850 15.9654
*
```

Values from the calculation:
Electronic energy, hartree: -4593.54410
Largest force on an atom, hartree/bohr: 0.1018

Which orbital gap belongs to each record? In order, 6.6, 3.6 eV.
Which lowest unoccupied orbital energy belongs to each record? In order, -0.088, -0.321 Ha.